No. 1
{"formula": "C17H47NO20P4Pt", "method": "ωB97M-V/def2-TZVPD", "orbital_gap_ev": [5.142, 5.216], "homo_ev": [-5.011, -5.087], "e_above_lowest_ev": 0.000, "spin_multiplicity": 3, "symbols": ["Pt", "C", "O", "O", "O", "C", "C", "C", "O", "C", "N", "H", "H", "H", "H", "H", "H", "H", "H", "H", "H", "H", "C", "O", "P", "O", "O", "C", "O", "C", "H", "H", "H", "H", "H", "H", "H", "H", "H", "C", "O", "P", "O", "O", "C", "O", "C", "H", "H", "H", "H", "H", "H", "H", "H", "H", "C", "O", "P", "O", "O", "C", "O", "C", "H", "H", "H", "H", "H", "H", "H", "H", "H", "C", "O", "P", "O", "O", "C", "O", "C", "H", "H", "H", "H", "H", "H", "H", "H", "H"], "xyz": [[-0.11310, 0.83795, -1.11646], [-1.31023, 2.46454, -2.82848], [-1.99365, 3.16540, -3.58256], [-0.76316, 2.91777, -1.79629], [-0.99489, 1.28508, -3.02971], [2.63878, 2.06413, -2.48525], [3.05987, 1.66275, -1.07346], [4.09876, 2.53083, -0.39174], [3.56338, 3.87630, -0.46935], [4.48609, 4.82410, 0.08493], [1.80458, 1.72567, -0.37740], [1.86887, 1.42837, -2.92243], [3.52743, 2.10514, -3.11511], [2.24254, 3.07949, -2.47267], [3.36729, 0.61757, -1.10800], [5.09278, 2.42851, -0.82713], [4.18729, 2.26132, 0.66071], [4.19153, 5.86871, -0.01579], [5.48733, 4.67051, -0.31761], [4.48386, 4.75603, 1.17280], [1.96554, 1.48981, 0.59139], [1.56281, 2.70147, -0.28017], [-4.12252, 2.70287, 3.01612], [-3.28089, 2.03395, 2.04293], [-1.65176, 2.34410, 1.98031], [-0.91669, 1.61346, 0.88683], [-1.72378, 3.93182, 1.80851], [-0.55261, 4.81613, 1.50978], [-1.09006, 1.99477, 3.47822], [-1.24239, 0.76389, 4.06836], [-4.96592, 3.16744, 2.50529], [-3.57695, 3.45805, 3.58197], [-4.51974, 1.97114, 3.71958], [0.37836, 4.25316, 1.44278], [-0.37328, 5.47617, 2.35847], [-0.77892, 5.28965, 0.55445], [-0.51664, 0.07119, 3.64228], [-2.21372, 0.31347, 3.86406], [-1.13371, 0.78338, 5.15275], [1.45490, -2.35620, 3.86730], [1.24449, -1.39362, 2.92034], [0.99812, -1.77879, 1.35317], [0.49780, -0.67867, 0.49138], [0.01065, -3.11339, 1.43853], [-1.21152, -3.01724, 2.16582], [2.43413, -2.30306, 0.85389], [3.61145, -1.57607, 0.92340], [0.73776, -2.38753, 4.68756], [2.46937, -2.22704, 4.24448], [1.41774, -3.35145, 3.42436], [-1.35814, -2.24805, 2.92406], [-1.45551, -4.00777, 2.54979], [-1.99021, -2.83462, 1.42528], [4.00203, -1.44945, -0.08632], [4.35234, -2.00485, 1.59817], [3.27454, -0.63125, 1.34990], [-0.63270, -3.83726, -4.07565], [-0.47999, -2.54008, -3.46674], [0.94075, -2.16541, -2.70412], [0.90918, -0.72331, -2.22903], [1.04939, -3.31008, -1.57258], [1.96855, -4.31047, -1.54495], [2.15619, -2.51772, -3.69212], [3.30421, -1.63715, -3.82421], [-1.26367, -3.82545, -4.96437], [-1.10337, -4.53588, -3.38392], [0.34337, -4.23718, -4.35036], [2.66048, -4.23866, -0.70581], [2.72154, -4.39864, -2.32809], [1.43775, -5.24605, -1.36874], [3.12072, -0.61291, -3.49961], [3.52503, -1.54233, -4.88740], [4.17622, -2.11832, -3.38130], [-4.67307, -1.06085, 1.92727], [-3.35754, -0.75036, 1.32097], [-3.25988, -0.77088, -0.28405], [-1.96347, -0.33809, -0.86830], [-4.54052, 0.09799, -0.83444], [-4.56693, 1.48901, -1.08574], [-3.69215, -2.29686, -0.67560], [-2.82656, -3.12304, -1.42706], [-4.61953, -1.81094, 2.71631], [-5.36474, -1.40490, 1.15828], [-5.07192, -0.11271, 2.28790], [-3.59945, 1.82358, -1.46013], [-4.73367, 2.08694, -0.18976], [-5.37233, 1.70294, -1.78836], [-1.80419, -2.98085, -1.07683], [-2.96393, -2.96857, -2.49728], [-3.08617, -4.17253, -1.28820]], "forces_ev_per_angstrom": [[-0.3, 2.1, -2.2], [-0.9, 3.4, -1.5], [-0.9, 0.1, -0.7], [1.1, 2.2, 4.2], [0.7, -5.3, -1.5], [1.3, 0.8, -0.5], [-0.7, -0.4, -1.3], [-0.9, 0.9, -0.3], [1.3, 0.2, 0.2], [-0.5, -0.3, 0.5], [-0.2, 0.4, 1.6], [0.2, -0.2, 0.3], [0.1, -0.1, -0.4], [-0.1, 0.0, 0.1], [0.3, -0.1, 0.2], [0.1, 0.3, -0.3], [0.0, -0.2, 0.3], [-0.4, -0.2, -1.0], [0.1, 0.1, 0.0], [0.4, -0.6, 0.3], [-0.3, -0.7, 0.5], [-0.4, 0.5, -0.5], [0.3, -0.1, -0.1], [1.7, 0.4, 0.4], [-0.6, -0.7, -1.5], [-2.0, 1.7, 3.9], [1.3, -0.2, 0.8], [-0.4, -1.1, 0.3], [-0.5, 2.8, -1.3], [-0.2, -2.3, 0.0], [0.2, 0.0, -0.2], [0.0, 0.0, -0.1], [0.1, -0.2, 0.0], [-0.2, -0.4, -0.4], [-0.6, 0.2, -0.2], [0.1, 0.1, 0.3], [0.2, -0.1, 0.2], [-0.3, 0.1, -0.1], [0.2, 0.5, -0.1], [1.1, -2.2, 1.0], [-1.2, 1.7, -2.5], [-0.8, 0.0, -0.4], [1.0, -2.1, 2.8], [2.6, 1.7, 0.1], [-1.5, -0.5, -1.0], [-2.4, -2.6, 0.4], [0.0, 1.6, 0.4], [-0.1, 0.6, -0.1], [-0.1, 0.0, 0.4], [0.0, -0.2, 0.0], [0.8, 0.1, 0.0], [0.4, 0.0, 0.3], [0.0, 0.2, 0.0], [0.1, 0.1, 0.1], [-0.1, -0.3, -0.1], [1.0, 0.6, -0.2], [0.4, -0.3, 0.3], [2.0, 0.2, 0.4], [-1.5, 2.0, -0.1], [1.3, -4.9, -1.7], [-1.2, 2.4, -1.0], [2.1, -2.4, 1.1], [-0.5, 0.5, 0.3], [0.0, 0.0, -0.9], [0.1, 0.7, 0.1], [0.0, 0.1, 0.3], [0.0, -0.1, -0.1], [-0.4, 0.5, 0.6], [-0.8, 0.2, -0.9], [0.1, -0.2, -0.4], [-0.2, -0.3, 0.6], [-0.2, -0.2, -0.1], [-0.2, 0.2, 0.4], [0.2, 0.7, -1.0], [-0.8, -0.7, -0.3], [-0.6, 1.1, -1.8], [-2.4, -1.5, 1.1], [1.0, -2.5, 1.2], [0.8, 1.2, 0.0], [-0.5, 1.6, 0.9], [0.4, -0.5, -0.4], [0.5, 0.1, -0.1], [0.1, -0.2, 0.0], [0.1, -0.1, 0.2], [-0.1, 0.0, -0.4], [-0.2, -0.3, 0.3], [0.2, -0.2, -0.1], [0.1, 0.0, -0.5], [0.4, 0.5, 0.1], [-0.3, 0.1, 0.5]], "mulliken_spin": [0.890, -0.034, 0.038, 0.205, 0.251, 0.018, -0.032, 0.006, 0.000, 0.001, 0.171, 0.005, -0.002, 0.005, 0.000, 0.001, 0.000, 0.000, 0.000, 0.000, -0.018, 0.002, 0.000, 0.001, 0.027, 0.116, 0.000, -0.001, 0.001, 0.001, 0.000, 0.000, 0.000, 0.001, 0.000, 0.000, -0.001, 0.000, 0.000, 0.000, 0.002, 0.039, 0.108, 0.001, 0.000, -0.001, 0.000, 0.000, 0.000, 0.000, 0.000, 0.000, 0.001, 0.000, 0.000, 0.001, 0.000, -0.004, 0.024, 0.043, 0.001, 0.000, 0.007, 0.001, 0.000, 0.000, 0.000, 0.000, 0.000, 0.000, 0.000, 0.000, 0.000, 0.001, 0.002, 0.044, 0.079, 0.000, 0.001, 0.005, 0.002, 0.000, 0.000, 0.000, -0.006, 0.000, 0.000, -0.003, 0.000, 0.000]}


No. 2
{"formula": "C17H48B3F15N4O7S", "method": "ωB97M-V/def2-TZVPD", "orbital_gap_ev": 9.272, "homo_ev": -9.344, "spin_multiplicity": 1, "symbols": ["C", "C", "C", "O", "C", "N", "H", "H", "H", "H", "H", "H", "H", "H", "H", "H", "H", "H", "C", "C", "C", "O", "C", "N", "H", "H", "H", "H", "H", "H", "H", "H", "H", "H", "H", "H", "C", "C", "C", "O", "C", "N", "H", "H", "H", "H", "H", "H", "H", "H", "H", "H", "H", "H", "C", "C", "C", "O", "C", "N", "H", "H", "H", "H", "H", "H", "H", "H", "H", "H", "H", "H", "B", "F", "F", "F", "F", "B", "F", "F", "F", "F", "B", "F", "F", "F", "F", "C", "F", "F", "F", "S", "O", "O", "O"], "xyz": [[-2.20521, 2.08346, 3.27291], [-0.92577, 1.86041, 2.50649], [-0.54058, 2.96289, 1.44371], [-0.18037, 4.17793, 2.08474], [-1.27181, 5.14589, 2.30098], [0.24259, 1.82439, 3.42241], [0.01386, 1.22876, 4.29261], [1.12683, 1.52976, 3.03009], [0.39474, 2.83129, 3.78687], [-2.23013, 1.46052, 4.12348], [-3.10137, 1.89462, 2.66510], [-2.29092, 3.08523, 3.69099], [-0.91515, 0.87101, 2.03369], [-1.23425, 3.05013, 0.60385], [0.36702, 2.61328, 0.97276], [-0.71020, 6.08455, 2.13732], [-1.78555, 5.03132, 3.26176], [-2.00552, 5.06435, 1.47047], [-6.50911, -4.29884, -0.98324], [-5.02207, -3.98925, -0.89807], [-4.19554, -5.15770, -1.47451], [-2.84411, -4.97685, -1.38773], [-2.46365, -5.30166, -0.03771], [-4.57869, -2.77591, -1.73592], [-3.67971, -3.02976, -2.22955], [-5.23282, -2.42861, -2.43607], [-4.26116, -1.91180, -1.18466], [-7.06945, -3.39169, -1.35208], [-6.79322, -4.56872, 0.04017], [-6.63911, -5.04874, -1.70283], [-4.71187, -3.85698, 0.13084], [-4.45270, -5.17981, -2.52499], [-4.53504, -6.05717, -1.01138], [-1.40351, -5.18671, 0.06955], [-2.71478, -6.28315, 0.22911], [-3.00421, -4.61581, 0.66884], [5.25605, 3.81551, -2.12590], [5.38497, 2.31407, -2.15914], [6.63478, 1.58780, -1.57696], [6.32206, 0.21488, -1.61839], [7.28249, -0.49545, -0.79179], [4.30312, 1.76269, -1.32256], [3.30000, 1.77994, -1.76553], [4.46133, 0.78712, -1.07632], [4.17508, 2.25153, -0.40534], [4.27160, 4.09637, -2.55662], [5.83893, 4.34660, -2.83472], [5.40133, 4.23826, -1.10076], [5.31786, 2.07744, -3.18483], [6.75431, 1.95315, -0.55020], [7.48435, 1.73279, -2.19807], [7.09729, -1.58829, -0.93452], [7.14116, -0.18348, 0.25720], [8.29095, -0.19567, -1.16224], [-0.41171, -1.91069, 0.00802], [-0.30229, -0.93266, -1.14483], [-1.14958, -1.19809, -2.37371], [-0.41020, -1.63006, -3.43415], [0.00706, -0.49354, -4.19660], [-0.54696, 0.47343, -0.59036], [0.03990, 0.54444, 0.26739], [-0.16641, 1.25846, -1.25418], [-1.50603, 0.71651, -0.31237], [-1.44066, -1.87227, 0.42875], [0.21760, -1.71103, 0.85377], [-0.12604, -2.88538, -0.39728], [0.75278, -0.95639, -1.46535], [-1.72982, -0.33626, -2.63054], [-1.74790, -2.08204, -2.21219], [0.90011, 0.00022, -3.76517], [-0.73592, 0.24625, -4.28683], [0.22592, -0.76625, -5.18097], [1.18650, 2.63610, -3.03295], [0.45890, 2.31994, -4.17755], [0.18401, 2.51366, -1.94187], [2.12056, 1.50328, -2.77291], [1.95599, 3.76422, -3.05654], [3.49483, 1.14449, 1.75452], [4.43239, 2.13309, 1.47558], [2.92883, 1.41496, 3.01150], [2.52499, 1.10543, 0.77290], [4.19717, -0.06946, 1.75101], [-4.29113, 0.40745, -0.31226], [-4.56213, 0.93920, -1.53891], [-3.55263, -1.00390, -0.37235], [-3.39923, 1.26310, 0.40874], [-5.49893, 0.13707, 0.33014], [0.61449, -1.87782, 4.73126], [0.64256, -3.13416, 4.47338], [0.92360, -1.64552, 6.06092], [1.46496, -1.26678, 3.84784], [-1.02563, -1.18476, 4.53846], [-1.93043, -1.93570, 5.34722], [-0.71969, 0.14260, 5.08367], [-1.37497, -1.00701, 3.13152]], "forces_ev_per_angstrom": [[-0.5, 0.7, -0.5], [0.6, 0.6, -1.4], [0.1, -0.8, 0.9], [-1.4, 0.2, 0.0], [1.2, -0.3, -1.6], [-0.4, 2.6, 2.3], [-0.1, -0.2, -0.9], [0.5, -0.2, -0.3], [-0.1, -1.8, -0.9], [-0.1, -1.0, 0.8], [0.5, 0.0, 0.1], [0.2, 0.2, -0.3], [-0.4, 0.3, 0.2], [-0.5, 0.4, 0.4], [0.6, 0.0, -0.1], [-0.8, -0.1, 0.7], [0.4, 0.2, -0.2], [0.3, -0.1, 0.5], [0.4, 2.5, 0.7], [0.8, 0.1, -0.9], [-1.5, 1.0, -0.7], [1.1, -0.3, 1.1], [-0.1, 2.3, 0.2], [1.1, -0.4, -0.3], [-1.1, 0.1, 0.5], [-0.2, -0.5, 0.1], [-0.2, -0.4, 0.5], [0.3, -0.9, 0.8], [-0.6, -0.1, -0.6], [-0.6, -1.4, -0.8], [0.0, 0.8, 0.0], [-0.1, -0.3, -0.5], [-0.2, -0.9, 0.4], [0.5, 0.3, 0.0], [-0.5, -1.6, 0.1], [0.8, -0.5, -0.4], [-0.9, 0.7, 0.9], [1.0, 0.1, 1.3], [-1.7, 0.8, -0.3], [0.6, -0.6, 0.8], [-0.3, 0.0, -0.8], [-3.1, 0.3, 0.1], [1.8, 0.0, 0.2], [0.3, -0.2, -0.1], [0.6, -0.2, -0.6], [0.1, -0.4, 0.9], [1.5, 0.1, -0.4], [-0.2, -0.2, -0.8], [-0.7, -1.1, -1.1], [0.4, -0.1, 0.0], [1.0, 0.6, -0.3], [0.2, 1.0, 0.2], [0.1, -0.3, -0.3], [-0.5, -0.5, 0.5], [-1.4, -0.3, -0.3], [0.9, 0.9, 1.0], [-0.3, -1.3, 1.2], [1.0, 0.7, -2.0], [1.6, -0.2, 1.1], [1.7, 0.5, -0.1], [-0.5, 0.0, -0.7], [-0.7, -1.0, 0.8], [-0.1, -0.4, -0.1], [0.5, -0.5, -0.4], [0.7, 0.4, 0.2], [-0.4, -0.1, 0.2], [-0.4, 0.4, -0.1], [-0.8, 0.5, 0.0], [-0.9, 0.0, 0.8], [-0.5, -0.5, -0.1], [-1.3, 0.9, 0.2], [0.6, -0.9, -1.5], [-0.6, -1.7, -0.2], [0.7, 0.8, 0.3], [1.1, 1.0, -0.6], [-0.7, 0.6, 0.0], [-0.7, 0.0, 0.2], [1.3, -1.0, 1.2], [0.3, 1.0, -0.6], [-0.3, -0.1, -0.1], [-1.2, 0.1, -0.9], [-0.3, -0.1, 0.0], [-0.3, 0.1, 1.4], [0.6, -0.6, -0.5], [-0.4, 2.1, -0.1], [-0.4, -1.1, -0.7], [0.9, -0.1, 0.0], [0.1, 1.6, 0.5], [0.4, -2.2, 0.0], [0.6, -0.5, -2.0], [-0.2, -0.2, 1.4], [-1.8, 2.5, -0.6], [0.2, -0.8, 0.0], [0.1, 0.2, 1.1], [0.6, -1.3, 0.1]], "mulliken_charge": [-1.533, 1.174, 0.015, -0.438, -0.718, 0.247, 0.465, 0.034, 0.466, 0.340, 0.176, 0.323, -0.280, 0.429, -0.114, 0.303, 0.272, 0.295, -1.377, 0.625, -1.119, -0.319, -0.784, 0.039, 0.402, 0.445, -0.023, 0.341, 0.353, 0.402, 0.207, 0.480, 0.505, 0.261, 0.412, 0.303, -1.243, 0.262, -0.858, -0.358, -0.682, 0.166, 0.040, 0.559, 0.427, 0.209, 0.460, 0.302, 0.329, 0.337, 0.508, 0.228, 0.298, 0.309, -1.637, 0.589, -0.549, -0.566, -0.787, 0.960, -0.487, 0.488, 0.200, 0.244, 0.375, 0.523, 0.319, 0.848, -0.229, 0.018, 0.402, 0.435, 0.243, -0.323, -0.401, -0.639, -0.314, 0.176, -0.374, -0.426, -0.329, -0.381, 0.240, -0.336, -0.537, -0.245, -0.315, 0.631, -0.220, -0.236, -0.161, 0.992, -0.655, -0.896, -0.540]}